(1)
{"formula": "C4H7BrO3", "method": "ωB97M-V/def2-TZVPD", "symbols": ["Br", "O", "O", "O", "C", "C", "C", "C", "H", "H", "H", "H", "H", "H", "H"], "xyz": [[-1.55857, -1.79968, 0.07591], [1.02215, -0.93676, 0.42562], [-0.47672, 0.82589, 0.50037], [0.50293, 1.55774, -2.78308], [-0.69482, 1.47958, -2.84316], [-0.25330, 1.00023, 1.92954], [1.46580, -2.15265, 0.43894], [-0.10189, -0.40112, 0.17319], [-0.41230, 0.02067, 2.38363], [0.76654, -3.02232, 0.49785], [0.71104, 1.37206, 2.17607], [-1.33981, 1.98408, -3.59267], [-0.97620, 1.66329, 2.25039], [-1.21121, 0.65025, -2.25695], [2.55633, -2.24125, 0.62435]], "atomic_forces_ev_per_a": [[0.6075, 1.0695, 0.1327], [0.3454, 1.3937, 0.2519], [1.2879, -0.4676, 0.9025], [-0.4056, 0.6758, -0.0856], [-0.0719, -2.1253, 0.0217], [-0.1545, -1.4092, -0.5286], [0.7234, -1.8952, 0.5675], [-1.8616, -1.9359, -1.7509], [0.0097, 0.1936, 0.3016], [0.6802, 1.1837, -0.2195], [0.9834, 0.2474, -0.1955], [0.3353, 0.4412, 0.2803], [-1.5165, 1.4164, 0.7687], [0.1591, 0.9829, -0.1819], [-1.1219, 0.2291, -0.2649]], "homo_ev": [-7.27, -7.24], "de_lowest_ev": 5.815}

(2)
{"formula": "C4H7Cl", "method": "ωB97M-V/def2-TZVPD", "symbols": ["Cl", "C", "C", "C", "C", "H", "H", "H", "H", "H", "H", "H"], "xyz": [[1.77774, -0.12113, -0.31960], [0.33324, -0.04558, 0.89215], [-1.25060, 1.36644, -0.20812], [-1.02318, 0.16583, 0.20002], [-1.85076, -1.08104, -0.16130], [-2.70770, -0.62434, -0.66214], [-1.80641, 1.37650, -1.10982], [0.67169, 0.91913, 1.45858], [-0.90836, 2.16182, 0.31753], [0.52485, -0.85641, 1.64548], [-1.95522, -1.92945, 0.47865], [-1.29260, -1.42193, -1.03164]], "atomic_forces_ev_per_a": [[-1.2061, -0.3663, 0.5212], [1.3208, 1.9287, 2.1292], [-1.6561, -0.7562, -1.7514], [2.2283, -4.1475, 2.4621], [1.5221, 2.4163, -2.7869], [-0.6991, -0.8137, 0.6925], [-1.4314, 1.0975, -0.3319], [-1.0031, -1.6074, -0.9701], [1.6523, 2.5693, 0.5901], [-0.5581, 0.3733, -1.1862], [-0.3183, 0.0990, 0.8541], [0.1487, -0.7929, -0.2227]], "homo_ev": -9.44, "smiles": "C=C(C)CCl", "de_lowest_ev": 1.435}

(3)
{"formula": "C4H7Cl", "method": "ωB97M-V/def2-TZVPD", "symbols": ["Cl", "C", "C", "C", "C", "H", "H", "H", "H", "H", "H", "H"], "xyz": [[1.07309, 1.38815, -1.34427], [0.39365, 0.53982, 1.12023], [-0.98322, 0.78845, 0.44939], [0.22267, 0.23639, -0.31667], [0.21255, -1.16526, -0.87505], [0.41948, -0.27680, 1.83134], [-1.77952, 0.04689, 0.68507], [1.27497, -1.59368, -0.87971], [-0.16988, -1.26682, -1.90572], [-1.27866, 1.81159, 0.15875], [-0.43149, -1.83907, -0.26625], [1.04635, 1.33033, 1.34288]], "atomic_forces_ev_per_a": [[0.0028, 0.1448, -0.3626], [-1.5170, -0.9874, -0.0814], [0.8417, -0.0883, -0.3823], [-0.9002, -0.4581, -0.0231], [1.0153, -1.2516, 0.0624], [0.0588, -0.0821, -0.1095], [0.6807, 0.8297, -0.2419], [-1.4238, 0.5311, 0.0491], [0.1562, 0.4971, 0.3934], [0.0874, -0.7290, 0.4887], [0.5113, 0.5155, -0.1330], [0.4868, 1.0783, 0.3403]], "homo_ev": -9.90, "smiles": "CC1(Cl)CC1", "de_lowest_ev": 0.272}

(4)
{"formula": "C4H7Cl2N2", "method": "ωB97M-V/def2-TZVPD", "symbols": ["Cl", "Cl", "N", "N", "C", "C", "C", "C", "H", "H", "H", "H", "H", "H", "H"], "xyz": [[-0.56769, 1.45644, 3.74671], [1.47460, 0.76454, -2.70255], [0.28386, -0.20342, 1.91369], [1.17632, -0.29591, -0.38303], [0.09231, 1.05561, 2.23279], [-0.94850, 0.37401, -1.53651], [0.51584, 0.25565, -1.38084], [0.78067, -0.84864, 0.83056], [-1.24202, 1.38211, -1.82465], [0.07834, -0.85994, 2.67005], [1.28252, -1.77421, 1.06096], [0.28393, 1.84916, 1.52910], [-1.47334, 0.08750, -0.62980], [2.15598, -0.48850, -0.61239], [-1.25322, -0.29354, -2.34536]], "atomic_forces_ev_per_a": [[0.2451, -0.3130, -0.7031], [0.0151, -0.0777, 0.2706], [-0.1536, -3.0679, 0.1464], [1.4606, -1.5806, 2.8911], [-0.6343, 2.7578, 0.2179], [0.0810, -0.2319, 0.1478], [-1.5173, 1.9871, -2.1200], [1.2965, 1.0529, -0.9918], [0.0090, 0.0505, 0.0541], [0.0314, 0.1525, -0.1435], [-0.2089, -0.3007, 0.1494], [0.0631, 0.0028, -0.0282], [-0.1211, -0.0267, 0.1016], [-0.3684, -0.3592, 0.0484], [-0.1981, -0.0458, -0.0409]], "total_charge": 1, "homo_ev": [-10.16, -15.48], "multiplicity": 3, "de_lowest_ev": 0.855}

(5)
{"formula": "C4H7Cl2NO2", "method": "ωB97M-V/def2-TZVPD", "symbols": ["Cl", "Cl", "O", "O", "N", "C", "C", "C", "C", "H", "H", "H", "H", "H", "H", "H"], "xyz": [[2.10600, 1.32176, 0.70406], [0.38616, 2.24737, -1.53330], [1.53902, -1.73202, 0.12417], [0.34562, -1.38512, 1.93048], [-0.88254, 0.73473, 1.03589], [-1.05852, -0.63683, -1.06370], [-0.12249, 0.03297, 0.02937], [0.97492, 0.86041, -0.63303], [0.62814, -1.12541, 0.58608], [-0.22493, 1.38433, 1.43358], [-1.80057, -1.36320, -0.65472], [-0.35427, -1.35012, -1.63327], [1.52828, 0.13690, -1.37833], [-0.27088, -0.69248, 2.31830], [-1.43631, 1.37922, 0.48309], [-1.35762, 0.18748, -1.74866]], "atomic_forces_ev_per_a": [[-0.0432, 0.3214, -0.7242], [-0.0278, 0.1655, 0.1129], [-0.1220, -0.3486, -1.4243], [-0.8199, 0.9878, -0.5766], [-0.0666, 0.5525, -0.7777], [2.0880, -0.6013, -0.6056], [-1.1386, -1.2545, -1.6533], [1.3934, -1.7359, -1.3052], [0.6776, -0.5635, 4.5763], [0.3867, 0.2786, 0.8466], [0.1224, 1.3092, -0.1101], [-0.9871, 1.2675, 0.4644], [-0.8082, 1.7132, 1.6018], [0.6850, -1.1141, -1.0349], [-0.7826, -0.0137, 0.1633], [-0.5571, -0.9641, 0.4464]], "homo_ev": -10.55, "smiles": "C[C@@](N)(C(=O)O)C(Cl)Cl", "de_lowest_ev": 0.000}

(6)
{"formula": "C4H7Cl2OP", "method": "ωB97M-V/def2-TZVPD", "symbols": ["Cl", "Cl", "P", "O", "C", "C", "C", "C", "H", "H", "H", "H", "H", "H", "H"], "xyz": [[-2.24829, -0.49612, 3.83724], [-2.68271, -1.12245, 0.36299], [-1.04637, -0.66937, 1.54517], [-0.14308, -1.79543, 1.45357], [1.60750, -0.10188, -0.84701], [2.21064, -1.15383, -1.24168], [0.77406, 0.78351, -0.39163], [-0.10710, 1.54700, -1.30463], [3.16369, -1.18980, -1.72683], [1.59195, -2.13699, -1.26838], [-1.04027, 0.88627, -1.46493], [0.65126, 0.89884, 0.73661], [-0.59870, 2.36623, -0.85867], [-2.44820, 0.73674, 3.56838], [0.31562, 1.44728, -2.40021]], "atomic_forces_ev_per_a": [[-0.6493, -0.2914, 1.2318], [-0.5450, -0.0803, -0.1590], [0.3963, 0.9700, -1.2553], [0.5794, -1.0470, 0.4243], [-0.7305, 0.7310, 0.9913], [-0.7567, -3.0504, -1.0606], [0.2605, 0.3767, 1.6750], [-1.4352, -3.4976, -2.7363], [0.5928, 0.0464, 0.2060], [1.1186, 1.7026, 0.0729], [1.0107, 0.5520, 0.2931], [0.5822, 0.2111, -1.6833], [0.3345, 1.8097, -0.1812], [-0.0212, 0.1241, -0.0342], [-0.7371, 1.4430, 2.2156]], "homo_ev": -9.03, "de_lowest_ev": 3.230}

(7)
{"formula": "C4H7Cl3Si2", "method": "ωB97M-V/def2-TZVPD", "symbols": ["Cl", "Cl", "Cl", "Si", "Si", "C", "C", "C", "C", "H", "H", "H", "H", "H", "H", "H"], "xyz": [[-0.40594, 2.92377, -0.57749], [-0.37501, -1.66715, 2.27183], [0.27925, 1.41773, 3.45334], [0.26143, 0.21103, 1.76907], [-1.23705, 1.21561, 0.19584], [2.08687, 0.05161, 1.12562], [-0.12914, -1.13848, -2.40670], [-2.81345, 0.56789, -0.21845], [0.94851, -1.43452, -2.77169], [-3.41279, -0.24295, 0.31238], [-3.36302, 0.89190, -1.12427], [2.27186, 0.34594, 0.07400], [2.62898, 0.70723, 1.89362], [1.78157, -1.88355, -3.22608], [-1.12101, -0.97989, -2.06225], [2.59893, -0.98617, 1.29124]], "atomic_forces_ev_per_a": [[-0.1567, -0.2940, -0.1096], [-0.2578, 0.0584, 0.0468], [-0.0233, -0.2120, -0.2263], [1.0489, 0.0034, -0.8758], [-1.3441, -1.1744, 0.4158], [0.8171, -0.6490, 1.6451], [-2.2306, 0.4236, 0.8544], [0.0974, -0.1934, -0.0288], [1.5806, -0.7992, -0.8665], [1.4251, 1.0422, -0.4979], [0.4176, 0.2061, 0.6827], [-0.1907, 0.1026, 0.7247], [-0.4469, -0.5065, -1.4481], [0.7444, 0.0781, -0.0763], [-0.0670, 0.2794, 0.0955], [-1.4139, 1.6347, -0.3357]], "homo_ev": -8.71, "smiles": "C=[Si](Cl)[Si](C)(Cl)Cl.C#C", "de_lowest_ev": 0.811}

(8)
{"formula": "C4H7ClN2", "method": "ωB97M-V/def2-TZVPD", "symbols": ["Cl", "N", "N", "C", "C", "C", "C", "H", "H", "H", "H", "H", "H", "H"], "xyz": [[2.81527, -0.46530, 0.57944], [-0.78946, -0.10015, -0.47252], [0.32182, -1.01187, -0.80298], [-0.33366, 1.10190, -0.02578], [1.69534, 0.10259, -0.60439], [0.97722, 1.28114, -0.09696], [-1.83197, -0.71815, 0.38914], [0.60958, -1.58394, 0.01364], [-2.51141, 0.07264, 0.58998], [-1.07458, 1.89277, 0.41483], [-1.43316, -1.19264, 1.44380], [1.64230, 2.14232, 0.32448], [2.28255, 0.08444, -1.64703], [-2.36984, -1.60576, -0.10564]], "atomic_forces_ev_per_a": [[0.9402, -0.7592, 0.7763], [-0.9286, -2.6088, 0.7561], [2.7996, 2.7772, 0.4680], [-0.8086, 2.3418, 1.3289], [-1.7812, -1.8526, -3.2168], [2.2534, 2.0358, 0.5024], [1.1613, -2.5516, 0.7339], [-1.0818, 0.2289, -0.0100], [-0.8397, 0.4117, 0.3548], [1.3835, -1.8071, -1.0325], [-0.5465, 1.3774, -2.3630], [-1.8092, -1.4873, -0.9915], [-1.6460, 0.3351, 2.3198], [0.9036, 1.5587, 0.3734]], "homo_ev": -8.24, "smiles": "CN1C=C[C@@H](Cl)N1", "de_lowest_ev": 3.961}

- Number 7 is which compound?
  C4H7Cl3Si2